{
  "formula": "C4H6N2S2",
  "method": "ωB97M-V with the def2-TZVPD basis set",
  "homo_energy_ev": -8.4,
  "gap_ev": 8.05,
  "total_energy_ha": -1061.83776,
  "e_lumo_ev": -0.397,
  "charge": 0,
  "symbols": ["C", "C", "C", "C", "H", "H", "H", "H", "H", "H", "N", "N", "S", "S"],
  "positions_angstrom": [[0.607, -0.077, -0.406], [0.274, 0.048, 1.017], [-0.705, 1.194, 1.169], [-1.953, 0.401, 0.938], [2.294, 1.483, 0.225], [1.213, 0.125, 1.597], [-0.781, 1.491, 2.225], [-0.607, 2.060, 0.466], [-2.909, 0.830, 0.685], [-0.197, -2.025, 1.147], [-1.831, -0.875, 1.067], [-0.498, -1.091, 1.453], [1.961, 0.847, -0.918], [-0.213, -0.822, -1.600]]
}

---

{
  "formula": "C36H70B2I2N4O17P2",
  "method": "ωB97M-V with the def2-TZVPD basis set",
  "homo_energy_ev": -8.9,
  "gap_ev": 8.02,
  "total_energy_ha": -4239.74234,
  "e_lumo_ev": -0.879,
  "smiles": "CCOP(=O)(CCc1c(P(O)I)c(CC(=O)O)c2nc(I)c(B(O)N(C)C)nc2c1B(N)O)OCC.COCCOCCOC.COCCOCCOC.COCCOCCOC",
  "charge": 0,
  "symbols": ["C", "C", "O", "P", "O", "C", "C", "C", "C", "P", "O", "I", "C", "C", "C", "O", "O", "C", "N", "C", "I", "C", "B", "O", "N", "C", "C", "N", "C", "C", "B", "N", "O", "O", "C", "C", "H", "H", "H", "H", "H", "H", "H", "H", "H", "H", "H", "H", "H", "H", "H", "H", "H", "H", "H", "H", "H", "H", "H", "H", "H", "H", "H", "H", "C", "O", "C", "C", "O", "C", "C", "O", "C", "H", "H", "H", "H", "H", "H", "H", "H", "H", "H", "H", "H", "H", "H", "C", "O", "C", "C", "O", "C", "C", "O", "C", "H", "H", "H", "H", "H", "H", "H", "H", "H", "H", "H", "H", "H", "H", "C", "O", "C", "C", "O", "C", "C", "O", "C", "H", "H", "H", "H", "H", "H", "H", "H", "H", "H", "H", "H", "H", "H"],
  "positions_angstrom": [[6.032, -1.415, 6.092], [6.820, -2.222, 5.058], [6.171, -2.181, 3.769], [6.176, -3.578, 2.989], [7.501, -4.210, 3.041], [4.984, -4.671, 3.830], [3.683, -5.066, 3.090], [2.962, -3.918, 2.411], [2.917, -3.766, 0.990], [3.782, -5.171, 0.132], [3.762, -4.950, -1.484], [2.021, -6.916, 0.379], [2.309, -2.652, 0.426], [2.356, -2.463, -1.074], [1.837, -1.203, -1.692], [0.852, -1.125, -2.343], [2.652, -0.132, -1.515], [1.668, -1.719, 1.274], [0.996, -0.667, 0.710], [0.417, 0.154, 1.513], [-0.541, 1.820, 0.657], [0.413, -0.009, 2.929], [-0.367, 1.007, 3.909], [0.443, 1.874, 4.645], [-1.774, 1.022, 4.096], [-2.506, -0.009, 3.348], [-2.399, 2.358, 3.975], [1.021, -1.018, 3.498], [1.677, -1.882, 2.654], [2.346, -2.984, 3.232], [2.298, -3.084, 4.818], [1.693, -4.184, 5.509], [2.898, -2.064, 5.533], [5.753, -3.306, 1.480], [5.664, -1.933, 1.027], [7.015, -1.275, 0.864], [6.684, -0.659, 6.513], [5.141, -0.971, 5.669], [5.730, -2.076, 6.897], [6.956, -3.238, 5.412], [7.816, -1.817, 4.926], [4.765, -4.239, 4.805], [5.536, -5.580, 4.036], [3.022, -5.506, 3.826], [3.928, -5.893, 2.440], [2.907, -5.096, -1.905], [3.393, -2.550, -1.380], [1.846, -3.291, -1.548], [2.738, 0.318, -2.362], [0.833, 1.334, 5.341], [-2.018, -0.969, 3.483], [-2.587, 0.202, 2.282], [-3.507, -0.099, 3.759], [-1.648, 3.088, 3.687], [-3.129, 2.350, 3.174], [-2.821, 2.709, 4.911], [1.224, -4.832, 4.892], [1.074, -3.915, 6.262], [2.339, -1.788, 6.264], [4.998, -1.353, 1.658], [5.191, -1.981, 0.050], [7.520, -1.582, -0.043], [6.858, -0.202, 0.797], [7.656, -1.427, 1.723], [6.031, 6.985, 3.309], [6.224, 5.590, 3.373], [7.174, 5.196, 4.349], [6.777, 3.898, 5.017], [5.699, 4.009, 5.932], [4.388, 4.187, 5.411], [3.815, 2.974, 4.716], [4.375, 2.809, 3.426], [4.460, 1.461, 3.033], [6.913, 7.488, 2.897], [5.181, 7.170, 2.654], [5.802, 7.398, 4.298], [7.292, 5.973, 5.113], [8.139, 5.050, 3.845], [7.627, 3.576, 5.624], [6.596, 3.115, 4.279], [4.331, 5.069, 4.771], [3.766, 4.384, 6.287], [2.733, 3.102, 4.590], [3.998, 2.086, 5.335], [4.985, 0.855, 3.780], [5.028, 1.432, 2.107], [3.462, 1.036, 2.853], [-2.698, -1.360, -1.676], [-3.466, -0.349, -2.301], [-3.604, -0.536, -3.698], [-4.973, -0.110, -4.180], [-6.027, -0.996, -3.828], [-6.454, -1.022, -2.474], [-7.188, 0.220, -2.019], [-6.293, 1.295, -1.784], [-6.860, 2.557, -2.054], [-1.650, -1.289, -1.959], [-2.788, -1.218, -0.598], [-3.085, -2.356, -1.924], [-3.437, -1.585, -3.969], [-2.848, 0.080, -4.202], [-4.953, -0.122, -5.274], [-5.197, 0.914, -3.880], [-5.629, -1.262, -1.801], [-7.163, -1.853, -2.423], [-7.711, -0.001, -1.079], [-7.928, 0.496, -2.779], [-7.286, 2.591, -3.064], [-6.062, 3.295, -1.993], [-7.634, 2.809, -1.321], [-7.995, -0.947, -6.517], [-7.358, -0.001, -7.352], [-6.702, -0.585, -8.463], [-6.812, 0.289, -9.692], [-8.097, 0.302, -10.294], [-9.139, 1.013, -9.643], [-8.997, 2.518, -9.680], [-8.020, 2.968, -8.755], [-7.347, 4.130, -9.180], [-7.258, -1.550, -5.979], [-8.595, -0.397, -5.794], [-8.662, -1.597, -7.096], [-7.118, -1.574, -8.685], [-5.639, -0.701, -8.210], [-6.151, -0.135, -10.452], [-6.458, 1.301, -9.489], [-9.285, 0.657, -8.622], [-10.041, 0.760, -10.205], [-9.960, 2.972, -9.410], [-8.734, 2.828, -10.698], [-6.929, 4.001, -10.185], [-6.525, 4.306, -8.487], [-8.012, 5.001, -9.170]]
}

---

{
  "formula": "C28H54Br7Cl5KN2NaO7P",
  "method": "ωB97M-V with the def2-TZVPD basis set",
  "homo_energy_ev": -10.0,
  "gap_ev": 5.30,
  "total_energy_ha": -23157.40855,
  "e_lumo_ev": -4.741,
  "charge": 1,
  "symbols": ["C", "C", "C", "C", "C", "C", "P", "N", "C", "C", "C", "C", "Br", "C", "C", "Br", "C", "C", "C", "C", "C", "Cl", "C", "C", "Cl", "H", "H", "H", "H", "H", "H", "H", "H", "H", "H", "H", "H", "H", "H", "H", "H", "H", "H", "H", "H", "H", "H", "H", "H", "H", "H", "H", "H", "H", "H", "H", "H", "H", "H", "H", "H", "O", "H", "H", "C", "Br", "Br", "Br", "H", "K", "O", "Cl", "O", "O", "O", "C", "Cl", "Cl", "H", "H", "O", "H", "H", "N", "C", "C", "C", "C", "C", "H", "H", "H", "H", "H", "Na", "Br", "C", "C", "Br", "H", "H", "H", "H", "O", "H", "H"],
  "positions_angstrom": [[3.837, -0.525, 2.445], [2.569, -1.347, 2.758], [1.748, -1.789, 1.519], [0.238, -1.578, 1.773], [-0.124, -0.065, 1.608], [-0.917, 0.476, 2.811], [-2.385, 1.547, 2.618], [-3.613, 0.269, 3.005], [-4.871, 0.340, 2.914], [-5.626, -0.946, 2.564], [-5.773, 1.604, 3.101], [-1.406, 3.257, 2.253], [0.487, 3.251, 2.014], [-2.039, 4.460, 2.144], [-3.520, 4.728, 2.201], [-1.164, 6.125, 1.835], [-3.015, 1.655, 0.831], [-2.015, 2.300, -0.173], [-3.631, 0.410, 0.127], [-3.063, -0.985, 0.362], [-2.733, 2.322, 4.387], [-1.273, 3.152, 5.022], [-3.157, 1.266, 5.473], [-2.173, 0.146, 5.787], [-3.485, 2.183, 7.033], [3.992, 0.270, 3.187], [4.738, -1.151, 2.471], [3.772, -0.062, 1.457], [2.888, -2.259, 3.280], [1.930, -0.790, 3.459], [1.926, -2.842, 1.272], [2.069, -1.200, 0.652], [-0.310, -2.152, 1.013], [-0.025, -1.951, 2.768], [-0.580, 0.054, 0.628], [0.834, 0.463, 1.574], [-0.249, 0.932, 3.549], [-1.351, -0.396, 3.320], [-6.094, -0.861, 1.575], [-4.946, -1.796, 2.603], [-6.439, -1.078, 3.275], [-5.710, 2.186, 2.180], [-6.829, 1.301, 3.162], [-5.583, 2.222, 3.982], [-4.149, 3.863, 2.446], [-3.702, 5.545, 2.908], [-3.810, 5.137, 1.216], [-3.855, 2.369, 0.840], [-2.262, 1.963, -1.186], [-2.109, 3.388, -0.224], [-0.979, 2.018, -0.001], [-4.710, 0.372, 0.371], [-3.665, 0.561, -0.959], [-2.580, -1.184, 1.319], [-2.320, -1.207, -0.417], [-3.847, -1.729, 0.216], [-3.540, 3.058, 4.385], [-4.162, 0.893, 5.288], [-2.442, -0.754, 5.218], [-1.135, 0.408, 5.595], [-2.261, -0.122, 6.844], [-1.119, 5.161, -2.538], [-0.544, 4.390, -2.458], [-0.750, 5.796, -1.913], [3.774, 3.940, -0.925], [4.650, 2.734, -2.144], [4.728, 5.595, -0.754], [1.943, 4.210, -1.469], [3.749, 3.480, 0.053], [-7.819, -0.540, 4.516], [-5.017, -4.178, -1.460], [-5.596, -3.051, -2.159], [-4.536, -2.205, -2.661], [-6.408, -2.289, -1.216], [-6.427, -3.506, -3.234], [-2.307, -6.336, -0.861], [-1.116, -6.320, 0.457], [-1.599, -5.892, -2.410], [-2.717, -7.335, -0.940], [-3.088, -5.618, -0.633], [7.064, 1.274, -0.095], [6.814, 0.694, 0.629], [6.281, 1.320, -0.653], [4.347, -1.281, -2.653], [3.793, -2.418, -3.077], [3.845, -2.857, -4.392], [4.509, -2.070, -5.320], [5.089, -0.884, -4.898], [4.979, -0.543, -3.559], [3.282, -3.004, -2.320], [3.381, -3.788, -4.685], [4.573, -2.378, -6.356], [5.616, -0.246, -5.599], [5.416, 0.379, -3.188], [-5.300, 3.452, 1.157], [6.831, -0.310, -7.916], [8.624, -0.089, -7.196], [9.538, -1.203, -7.630], [9.174, -2.847, -6.659], [8.523, -0.034, -6.116], [8.977, 0.867, -7.578], [10.573, -0.952, -7.406], [9.439, -1.433, -8.685], [3.160, -5.424, -6.142], [3.638, -6.162, -5.751], [2.633, -5.823, -6.841]]
}

---

{
  "formula": "C14H21NO5Si2",
  "method": "ωB97M-V with the def2-TZVPD basis set",
  "homo_energy_ev": -9.7,
  "gap_ev": 10.38,
  "total_energy_ha": -1556.12689,
  "e_lumo_ev": 0.656,
  "charge": 0,
  "symbols": ["N", "C", "C", "Si", "O", "Si", "C", "C", "C", "C", "O", "C", "O", "O", "C", "O", "C", "C", "C", "C", "C", "C", "H", "H", "H", "H", "H", "H", "H", "H", "H", "H", "H", "H", "H", "H", "H", "H", "H", "H", "H", "H", "H"],
  "positions_angstrom": [[2.126, -1.586, 3.600], [2.314, -1.676, 2.351], [2.726, -0.458, 1.534], [2.271, -0.761, -0.288], [0.742, -0.098, -0.506], [-0.129, -0.694, -1.804], [-1.227, -2.059, -1.171], [-1.952, -1.726, 0.172], [-1.411, -2.583, 1.328], [-2.341, -2.639, 2.547], [-1.822, -1.704, 3.522], [-2.449, -1.771, 4.700], [-3.344, -2.545, 4.970], [-1.036, 0.610, -2.412], [-0.289, 1.401, -3.273], [-0.067, 0.995, -4.392], [0.173, 2.751, -2.832], [-0.141, 3.827, -3.633], [0.231, 5.091, -3.289], [0.923, 5.300, -2.121], [1.258, 4.246, -1.313], [0.882, 2.978, -1.686], [1.833, -2.505, 3.938], [2.139, -2.624, 1.823], [3.775, -0.181, 1.657], [2.091, 0.369, 1.869], [3.310, -0.131, -1.121], [2.230, -2.210, -0.593], [0.707, -1.174, -2.910], [-1.957, -2.388, -1.915], [-0.560, -2.907, -0.965], [-2.998, -2.029, 0.042], [-1.977, -0.660, 0.409], [-0.466, -2.157, 1.679], [-1.272, -3.610, 0.981], [-3.393, -2.462, 2.320], [-2.263, -3.633, 2.995], [-2.135, -1.047, 5.466], [-0.680, 3.666, -4.560], [-0.017, 5.948, -3.901], [1.228, 6.294, -1.813], [1.792, 4.373, -0.381], [1.173, 2.170, -1.026]]
}

---

{
  "formula": "C3H8N2O",
  "method": "ωB97M-V with the def2-TZVPD basis set",
  "homo_energy_ev": -8.9,
  "gap_ev": 9.29,
  "total_energy_ha": -303.69493,
  "e_lumo_ev": 0.437,
  "charge": 0,
  "symbols": ["C", "C", "C", "H", "H", "H", "H", "H", "H", "H", "H", "N", "N", "O"],
  "positions_angstrom": [[-1.159, 1.145, 0.180], [-0.926, -0.152, -0.476], [0.517, -0.620, -0.147], [-2.229, 1.335, 0.044], [-0.955, 1.201, 1.271], [-0.663, 2.065, -0.326], [-1.039, -0.216, -1.522], [-2.574, -1.276, -0.408], [0.501, -1.801, 0.262], [2.668, -1.017, 1.220], [3.338, 0.570, 0.128], [1.488, 0.243, -0.319], [2.711, -0.322, -0.065], [-1.679, -1.156, 0.158]]
}

---

{
  "formula": "C7H19P2",
  "method": "ωB97M-V with the def2-TZVPD basis set",
  "homo_energy_ev": -12.0,
  "gap_ev": 9.48,
  "total_energy_ha": -960.53062,
  "e_lumo_ev": -2.503,
  "charge": 1,
  "symbols": ["C", "C", "C", "C", "C", "C", "C", "P", "P", "H", "H", "H", "H", "H", "H", "H", "H", "H", "H", "H", "H", "H", "H", "H", "H", "H", "H", "H"],
  "positions_angstrom": [[-2.769, 1.403, 1.038], [-3.034, -0.734, -1.014], [1.463, -1.442, -1.292], [1.656, 1.489, -1.028], [3.375, -0.258, 0.710], [-0.932, -0.979, 0.710], [0.404, -0.007, 1.251], [-1.760, 0.344, -0.246], [1.671, -0.036, -0.158], [-3.360, 2.122, 0.497], [-2.150, 1.942, 1.695], [-3.462, 0.645, 1.555], [-3.683, -0.049, -1.693], [-3.654, -1.337, -0.235], [-2.396, -1.502, -1.478], [2.397, -1.360, -1.937], [0.624, -1.309, -1.832], [1.525, -2.461, -0.756], [0.718, 1.982, -0.878], [1.817, 1.143, -2.172], [2.522, 2.051, -0.767], [3.462, -1.149, 1.294], [3.616, 0.723, 1.107], [4.014, -0.323, -0.176], [-1.456, -1.401, 1.533], [-0.452, -1.728, 0.059], [0.125, 0.999, 1.462], [0.878, -0.438, 2.101]]
}

---

What did the sixth record say?
{
  "formula": "C7H19P2",
  "method": "ωB97M-V with the def2-TZVPD basis set",
  "homo_energy_ev": -12.0,
  "gap_ev": 9.48,
  "total_energy_ha": -960.53062,
  "e_lumo_ev": -2.503,
  "charge": 1,
  "symbols": ["C", "C", "C", "C", "C", "C", "C", "P", "P", "H", "H", "H", "H", "H", "H", "H", "H", "H", "H", "H", "H", "H", "H", "H", "H", "H", "H", "H"],
  "positions_angstrom": [[-2.769, 1.403, 1.038], [-3.034, -0.734, -1.014], [1.463, -1.442, -1.292], [1.656, 1.489, -1.028], [3.375, -0.258, 0.710], [-0.932, -0.979, 0.710], [0.404, -0.007, 1.251], [-1.760, 0.344, -0.246], [1.671, -0.036, -0.158], [-3.360, 2.122, 0.497], [-2.150, 1.942, 1.695], [-3.462, 0.645, 1.555], [-3.683, -0.049, -1.693], [-3.654, -1.337, -0.235], [-2.396, -1.502, -1.478], [2.397, -1.360, -1.937], [0.624, -1.309, -1.832], [1.525, -2.461, -0.756], [0.718, 1.982, -0.878], [1.817, 1.143, -2.172], [2.522, 2.051, -0.767], [3.462, -1.149, 1.294], [3.616, 0.723, 1.107], [4.014, -0.323, -0.176], [-1.456, -1.401, 1.533], [-0.452, -1.728, 0.059], [0.125, 0.999, 1.462], [0.878, -0.438, 2.101]]
}